12
Properties=species:S:1:pos:R:3:forces:R:3 method="wB97M-V/def2-TZVPD" gap_ev=9.199 multiplicity=1 total_charge=+1 total_energy_ev=-7204.91642 e_lumo_ev=-4.158 de_lowest_ev=4.228 max_force_ha_per_bohr=0.106
C -0.5425 -0.6802 -0.9739 0.7682 3.6782 1.5503
C -1.1097 -1.8039 -1.1828 -3.9488 -3.4345 -1.4782
N 1.4261 0.7044 0.9185 2.3225 3.5748 2.3286
N -0.8306 0.3352 0.0562 -1.3012 -2.1217 2.0082
O -1.7870 -2.7062 -1.5124 1.9715 1.3285 1.0873
H 0.1347 -0.3455 -1.6945 1.0829 0.1850 -1.1654
H 1.3751 1.7166 1.3196 -0.1759 -0.6378 -3.1255
H 2.1841 0.6222 1.5933 0.1621 -2.6108 -0.1923
H 1.3925 0.3019 -0.0296 2.1768 1.1930 -0.1990
H -1.5211 0.0024 0.7584 0.6017 0.0119 -0.7358
H -1.1287 1.2656 -0.1273 -0.5779 0.5924 -1.6401
H 0.4072 0.5876 0.8744 -3.0819 -1.7588 1.5618

---

40
Properties=species:S:1:pos:R:3:forces:R:3 method="wB97M-V/def2-TZVPD" gap_ev=8.822 multiplicity=1 total_energy_ev=-39790.80563 smiles="CCCCc1nnc(NC(=O)CN2C(=O)c3ccccc3C2=O)s1" e_lumo_ev=-0.339 de_lowest_ev=0.941 max_force_ha_per_bohr=0.031
C -5.5466 -0.5015 -0.6752 0.0142 -0.0175 0.2482
C -5.0630 -0.0608 0.7014 0.0490 0.1890 -0.1688
C -3.7430 0.7068 0.6579 -0.1069 -0.3273 0.1059
C -2.5611 -0.1724 0.2296 -0.3548 0.1548 -0.0040
C -1.2949 0.5907 0.2656 -0.0139 0.4658 -0.5807
N -0.3151 0.3601 1.0553 -0.9685 -1.1456 0.4077
N 0.7122 1.1905 0.9333 1.1448 1.1027 0.1248
C 0.5504 2.0879 0.0231 -1.1572 -0.3302 -0.2842
N 1.4326 3.0611 -0.3312 -0.2149 0.7348 -0.2983
C 2.7889 3.1750 -0.0955 0.0883 -0.1214 0.1192
O 3.3785 4.1318 -0.5272 0.1492 0.0772 0.0266
C 3.4608 2.1274 0.7709 0.3491 -0.0406 0.0927
N 3.2464 0.7681 0.3357 0.4932 0.2930 -0.0498
C 2.8807 0.3924 -0.9434 0.1144 0.0457 -0.0469
O 2.7749 1.1413 -1.8841 0.0769 -0.1346 -0.1091
C 2.6292 -1.0660 -0.8687 -0.0724 -0.5360 0.4226
C 2.2365 -1.9589 -1.8433 0.0469 0.1428 0.0629
C 2.0421 -3.2837 -1.4637 -0.0103 0.0668 -0.1094
C 2.2351 -3.6893 -0.1524 0.0261 -0.0033 0.1207
C 2.6304 -2.7865 0.8304 0.0462 0.1662 0.0099
C 2.8233 -1.4743 0.4540 -0.2152 -0.2837 -0.6137
C 3.2135 -0.2881 1.2491 0.0700 0.1804 0.0442
O 3.4738 -0.1849 2.4164 -0.0276 -0.0707 0.0483
S -1.0079 1.9718 -0.7965 0.5619 -0.3788 0.6016
H -4.8745 -1.2347 -1.1136 0.0319 -0.0806 -0.1201
H -6.5323 -0.9540 -0.5990 -0.0814 -0.0631 -0.0868
H -5.6136 0.3520 -1.3465 -0.0220 0.0724 -0.1246
H -5.8190 0.5873 1.1496 -0.0136 -0.0633 0.0778
H -4.9516 -0.9342 1.3472 -0.0369 0.0067 0.0991
H -3.5321 1.1110 1.6505 0.0542 0.0858 -0.0435
H -3.8335 1.5469 -0.0352 -0.0253 0.0905 0.0410
H -2.4597 -1.0224 0.9060 0.0511 -0.0128 -0.0549
H -2.7263 -0.5420 -0.7844 0.0006 -0.1183 0.0315
H 1.0899 3.7529 -0.9887 0.2103 -0.1013 0.1555
H 4.5320 2.3599 0.7793 -0.2725 0.0751 0.0082
H 3.0719 2.1984 1.7937 0.0568 0.0195 -0.1358
H 2.0862 -1.6351 -2.8615 -0.0169 0.0369 -0.0983
H 1.7337 -4.0071 -2.2038 -0.0205 -0.0637 -0.0494
H 2.0737 -4.7238 0.1115 -0.0132 -0.0802 0.0178
H 2.7775 -3.0935 1.8537 0.0090 -0.0331 0.1124

---

17
Properties=species:S:1:pos:R:3:forces:R:3 method="wB97M-V/def2-TZVPD" gap_ev="6.197 / 8.189" multiplicity=2 total_charge=+3 total_energy_ev=-14688.11785 e_lumo_ev="-12.701 / -12.698" de_lowest_ev=0.351 s_squared=0.75 max_force_ha_per_bohr=0.054
O 3.1613 -1.6100 -0.2229 -0.6186 1.0457 -0.3648
C 2.3412 -0.7361 -0.4403 0.5115 -2.4110 0.6417
O 2.4281 0.4965 -0.3714 -0.0775 2.6561 0.7586
O 1.0179 -1.2746 -0.6507 -0.9077 0.5420 -0.3216
C 0.0107 -0.4978 -0.9340 1.2833 0.5573 1.3909
C -1.3149 -0.8859 -0.6895 -1.8132 0.5423 0.7003
Li 4.8560 -1.8211 0.4534 0.3377 -0.6018 -0.0991
H 0.2590 0.5382 -1.1958 -0.0813 -0.3650 -0.3535
H -1.4531 -1.9424 -0.4438 -0.0605 0.3097 0.2299
H -1.9319 -0.5833 -1.5507 -0.1235 0.1162 0.3122
Y 2.5434 2.4109 0.9058 -0.6956 -0.5967 -0.5300
C -2.1678 0.2107 0.7707 0.2584 -2.0888 -0.5563
C -1.7157 1.6069 0.7637 1.8586 1.2206 -1.4168
O -0.7261 2.0067 1.3676 -0.0200 -0.5304 -0.2754
H -1.9008 -0.3200 1.6900 0.1112 -0.1033 -0.3866
H -2.1689 2.2709 0.0014 -0.3620 0.0448 0.5857
H -3.2384 0.1303 0.5463 0.3992 -0.3377 -0.3151